No. 1
Computed, not measured: C5H14NO2 as an isolated structure, with ωB97M-V/def2-TZVPD.

CARTESIAN COORDINATES (ANGSTROEM)
H  1.20  1.36  -1.28
H  -0.69  0.05  -2.67
C  0.14  -0.10  -1.92
N  0.72  -0.67  2.17
H  -4.31  2.44  0.65
O  2.06  1.82  -0.61
H  -0.62  -2.57  1.00
H  2.60  2.32  -1.23
H  2.49  0.43  2.40
H  1.07  -1.78  -0.61
H  1.12  -0.16  -2.48
H  -0.43  0.69  1.32
C  -0.74  -1.51  0.36
H  -0.12  -2.28  -1.73
C  -0.68  -0.49  1.49
H  -1.69  -0.55  1.99
C  1.54  0.35  1.90
H  1.26  1.21  1.08
C  0.14  -1.48  -1.06
H  -1.59  -1.32  -0.33
O  -0.02  1.28  -1.39
H  -3.45  0.95  0.96

## Properties
**Energy above the lowest of the compared OMol25 structures with the same formula, charge and spin**: 1788.7 kJ/mol
**Largest force on an atom**: 4.092 eV/A
**HOMO-LUMO gap**: 3.626 eV
**Energy**: -403.260089 Eh
**Total charge**: +1
**Highest occupied orbital energy**: -0.5012 hartree

***

No. 2
Computed, not measured: C32H27F2N5O4S2V as an isolated structure, with ωB97M-V/def2-TZVPD.

CARTESIAN COORDINATES (ANGSTROEM)
H  -1.79  -2.17  -2.27
N  -2.66  -1.45  3.11
C  5.35  0.82  0.26
H  -1.71  1.48  -4.75
S  -5.23  -1.10  -3.26
H  -6.55  -0.60  -1.32
N  -2.86  -0.23  -3.39
C  -6.69  -0.52  -2.40
H  0.14  3.22  -5.14
C  3.06  0.09  0.31
H  1.78  1.18  1.65
C  2.51  -4.68  1.88
C  -1.53  -1.83  -1.26
H  2.59  -1.35  2.46
C  -2.22  2.93  3.55
F  -0.71  -2.78  -0.70
C  1.92  -1.04  -1.66
H  -2.22  1.02  4.53
H  2.05  4.54  -4.21
C  5.07  1.82  1.18
C  -1.04  -2.69  2.33
H  0.21  -0.85  1.06
H  -2.15  4.67  2.30
H  1.85  -3.45  -1.20
C  2.23  -4.66  0.52
H  -7.49  -1.19  -2.72
C  -3.98  0.04  -2.75
C  2.07  -3.45  -0.14
C  2.19  -2.25  0.55
C  2.48  -2.28  1.91
H  2.64  -5.62  2.39
C  -0.11  2.10  -3.34
H  3.55  2.71  2.41
H  2.86  -3.49  3.64
C  -1.87  0.81  2.43
C  1.31  2.57  -1.58
H  4.58  -0.82  -0.88
C  1.55  3.79  -3.61
C  -2.22  -2.75  2.99
C  -1.76  -0.65  2.50
O  -1.54  0.84  0.07
C  2.64  -3.49  2.58
C  -1.73  1.50  1.23
C  1.97  -0.89  -0.12
H  2.13  -5.58  -0.03
C  -2.13  1.55  3.59
H  1.60  2.33  -0.57
H  6.36  0.71  -0.13
S  -4.25  1.31  -1.67
N  0.29  1.86  -2.08
H  -6.93  0.51  -2.66
C  -1.27  1.32  -3.78
C  1.97  3.54  -2.31
C  -1.83  2.88  1.18
H  -2.42  3.48  4.46
H  -2.78  -3.59  3.38
C  -2.07  3.59  2.34
H  2.79  4.09  -1.87
F  -2.68  -1.82  -0.50
O  2.88  -1.36  -2.32
C  3.78  1.94  1.68
H  -1.75  3.37  0.22
N  -1.78  0.48  -2.96
C  0.50  3.06  -4.13
H  5.85  2.50  1.52
N  -0.76  -1.37  2.04
H  -3.54  -1.15  3.49
V  -0.68  0.07  -1.22
O  0.70  -0.36  0.24
C  2.78  1.08  1.25
H  -0.37  -3.48  2.02
O  0.73  -0.78  -2.16
C  4.36  -0.05  -0.16

## Properties
**Energy above the lowest of the compared OMol25 structures with the same formula, charge and spin**: 44.8 kJ/mol
**⟨S²⟩**: 0.77
**Largest force on an atom**: 0.367 eV/A
**HOMO-LUMO gap (spin up / spin down)**: 5.993 / 6.210 eV
**Energy**: -3750.541668 Eh
**Total charge**: 0
**Highest occupied orbital energy (spin up / spin down)**: -0.2646 / -0.2646 hartree
**Spin multiplicity**: 2

***

No. 3
Computed, not measured: C19H24ClNTi as an isolated structure, with ωB97M-V/def2-TZVPD.

CARTESIAN COORDINATES (ANGSTROEM)
H  1.83  -3.90  -3.06
C  1.35  0.54  -1.58
H  -5.26  2.83  -1.62
H  1.35  -1.37  2.08
C  -1.52  0.40  2.17
Cl  -2.33  -0.34  -0.34
Ti  -0.33  0.13  0.01
C  0.57  -0.61  2.07
C  0.16  -3.25  0.31
H  -1.59  1.96  -2.36
H  0.63  -1.84  -2.61
C  -5.73  2.74  0.93
C  1.36  -3.78  -2.08
H  2.15  -0.19  -1.66
C  -5.14  3.85  -1.26
C  -0.54  1.43  1.97
H  -0.06  -0.12  -3.16
H  -3.69  4.17  1.75
H  -5.94  4.44  -1.75
C  -4.12  4.70  0.89
H  -2.58  0.52  2.30
C  0.06  2.33  -0.87
H  1.91  -5.73  -1.26
H  -0.72  2.50  2.05
H  -1.24  -1.81  2.49
H  1.71  1.32  1.83
C  0.75  0.81  1.92
H  -6.76  2.88  1.28
C  -0.67  1.64  -1.89
C  1.41  -4.76  -1.09
C  -0.82  -0.84  2.24
H  0.79  -5.18  0.98
H  -0.42  -3.07  1.23
C  0.79  -4.48  0.14
C  0.72  -2.57  -1.80
C  -5.06  3.82  0.21
H  -5.75  1.86  0.29
H  -5.14  2.45  1.81
H  -4.43  5.68  1.28
C  0.13  0.54  -2.32
H  -0.21  3.31  -0.45
C  1.30  1.65  -0.67
H  2.09  1.93  0.03
N  0.21  -2.23  -0.59
H  -3.28  4.90  0.22
H  -4.20  4.20  -1.67

## Properties
**Energy above the lowest of the compared OMol25 structures with the same formula, charge and spin**: 0.0 kJ/mol
**Largest force on an atom**: 3.855 eV/A
**HOMO-LUMO gap**: 5.603 eV
**Energy**: -2102.242314 Eh
**Total charge**: +2
**Highest occupied orbital energy**: -0.5217 hartree